Computed, not measured: a single C3H6N2O molecule in a non-equilibrium geometry, with wB97M-V/def2-TZVPD.

Energy above the lowest of the compared OMol25 structures with the same formula, charge and spin: 120.1 kJ/mol
Spin multiplicity: 3
E: -8229.9264 eV

Last column: Löwdin spin population.
Element x y z (Å)
C (1.0013, -0.1636, 0.7915)  0.01
C (0.8849, 0.9625, 0.0545)  0.04
C (-0.9722, -0.0129, -1.0541)  0.62
N (-2.1591, 0.2524, 0.9225)  0.70
N (-1.9349, -0.3595, -0.1893)  0.43
O (-0.1584, 1.0788, -0.8622)  0.11
H (1.8422, -0.3382, 1.4016)  0.00
H (1.3701, 1.9001, 0.2681)  0.00
H (-0.9159, -0.4544, -1.9620)  0.04
H (0.2359, -0.8632, 0.7376)  0.01
H (-1.4926, 1.0244, 0.9621)  0.02
H (-2.5660, -1.1271, -0.3359)  0.00